No. 1
C46H81F5IN3O35P | the ωB97M-V functional and the def2-TZVPD basis

```
! wB97M-V def2-TZVPD RIJCOSX def2/J DEFGRID3
* xyz 1 1
C 4.47 -5.42 3.80
C 4.75 -6.20 2.53
O 4.39 -7.34 2.39
O 5.49 -5.50 1.58
C 5.05 -5.73 0.25
N 4.77 -4.42 -0.44
C 4.62 -3.38 0.46
N 3.38 -3.06 0.81
C 2.18 -3.69 0.28
F 2.18 -5.02 0.45
F 2.10 -3.35 -1.03
C 0.95 -3.12 0.97
C 0.87 -3.03 2.35
C -0.26 -2.54 2.97
C -1.35 -2.15 2.22
C -1.27 -2.22 0.84
C -2.42 -1.80 -0.05
F -2.00 -1.09 -1.10
F -2.99 -2.94 -0.57
F -3.37 -1.16 0.63
C -0.13 -2.70 0.24
N 5.60 -2.63 1.03
C 6.97 -2.97 0.55
C 8.10 -2.67 1.60
C 9.04 -3.91 1.63
I 7.35 -2.47 3.61
C 5.39 -1.17 0.77
P 4.63 -0.28 2.21
O 4.09 -1.17 3.24
O 3.49 0.69 1.57
O 5.76 0.70 2.81
H 3.54 -5.75 4.27
H 5.30 -5.52 4.51
H 4.44 -4.35 3.55
H 4.18 -6.37 0.16
H 5.87 -6.21 -0.31
H 5.50 -4.23 -1.12
H 3.23 -2.33 1.50
H 1.70 -3.35 2.97
H -0.32 -2.49 4.05
H -2.26 -1.79 2.70
H -0.13 -2.75 -0.84
H 7.08 -4.03 0.32
H 7.23 -2.43 -0.37
H 8.72 -1.83 1.30
H 9.97 -3.71 2.16
H 9.20 -4.33 0.62
H 8.50 -4.69 2.19
H 6.33 -0.66 0.52
H 4.74 -1.02 -0.10
H 3.93 1.29 0.94
H 5.64 1.58 2.42
C 0.04 2.71 6.30
O -1.18 2.91 5.57
C -1.64 1.81 4.98
O -1.14 0.72 5.01
O -2.77 2.13 4.34
C -3.37 1.04 3.66
H 0.31 3.67 6.74
H -0.11 2.00 7.11
H 0.84 2.39 5.64
H -3.65 0.25 4.37
H -2.70 0.64 2.90
H -4.28 1.40 3.18
C 6.21 3.64 -2.76
O 5.26 3.01 -3.64
C 4.32 2.30 -3.01
O 4.22 2.16 -1.82
O 3.51 1.77 -3.93
C 2.45 0.98 -3.39
H 6.91 4.18 -3.39
H 5.71 4.35 -2.11
H 6.75 2.89 -2.18
H 1.80 1.59 -2.76
H 2.84 0.13 -2.83
H 1.87 0.61 -4.23
C -5.59 -3.16 0.26
O -6.80 -2.98 -0.49
C -7.22 -4.07 -1.12
O -6.68 -5.15 -1.11
O -8.35 -3.77 -1.77
C -8.92 -4.87 -2.49
H -5.35 -2.21 0.72
H -5.72 -3.90 1.04
H -4.77 -3.44 -0.40
H -9.18 -5.68 -1.82
H -8.23 -5.21 -3.26
H -9.82 -4.50 -2.97
C 2.56 4.22 -4.93
O 1.20 4.24 -4.52
C 0.77 5.43 -4.07
O 1.44 6.43 -4.00
O -0.50 5.31 -3.72
C -1.10 6.52 -3.23
H 2.78 3.22 -5.27
H 2.72 4.91 -5.76
H 3.22 4.47 -4.10
H -1.08 7.30 -3.99
H -0.59 6.85 -2.33
H -2.13 6.29 -2.98
C 6.02 0.72 -5.79
O 7.22 0.58 -6.55
C 8.33 0.75 -5.83
O 8.38 0.99 -4.65
O 9.37 0.59 -6.65
C 10.65 0.74 -6.01
H 5.18 0.57 -6.46
H 5.97 -0.03 -5.00
H 5.95 1.72 -5.37
H 10.78 -0.01 -5.24
H 10.75 1.75 -5.60
H 11.40 0.60 -6.78
C -5.90 6.90 -0.08
O -5.87 8.33 -0.16
C -5.02 8.82 -1.06
O -4.29 8.17 -1.77
O -5.10 10.14 -1.03
C -4.23 10.81 -1.95
H -6.63 6.64 0.67
H -6.20 6.47 -1.03
H -4.92 6.52 0.22
H -4.46 10.53 -2.98
H -3.18 10.58 -1.72
H -4.39 11.87 -1.83
C 2.18 -9.39 2.46
O 1.26 -10.12 3.28
C 0.23 -9.39 3.71
O 0.04 -8.22 3.47
O -0.55 -10.17 4.45
C -1.70 -9.52 4.98
H 2.97 -10.08 2.18
H 1.69 -9.03 1.56
H 2.62 -8.57 3.02
H -2.34 -9.15 4.18
H -1.41 -8.70 5.64
H -2.25 -10.26 5.56
C -8.32 -0.71 -1.89
O -8.22 0.71 -2.01
C -7.39 1.12 -2.96
O -6.74 0.42 -3.69
O -7.39 2.46 -2.98
C -6.54 3.04 -3.96
H -9.02 -0.92 -1.09
H -8.70 -1.15 -2.81
H -7.36 -1.14 -1.63
H -6.84 2.75 -4.96
H -5.50 2.77 -3.78
H -6.63 4.12 -3.86
C 3.63 6.92 9.40
O 4.34 6.90 8.15
C 4.17 5.79 7.44
O 3.51 4.84 7.76
O 4.88 5.91 6.32
C 4.80 4.78 5.45
H 3.85 7.87 9.87
H 2.56 6.84 9.23
H 3.98 6.12 10.04
H 3.77 4.61 5.13
H 5.19 3.89 5.95
H 5.41 5.00 4.58
C -11.14 1.45 -2.55
O -12.35 1.61 -3.29
C -12.76 0.51 -3.92
O -12.20 -0.56 -3.91
O -13.89 0.80 -4.56
C -14.45 -0.30 -5.28
H -10.91 2.40 -2.09
H -11.26 0.70 -1.77
H -10.32 1.18 -3.22
H -14.70 -1.12 -4.61
H -13.76 -0.64 -6.05
H -15.36 0.06 -5.76
*
```

The calculated total energy is -156122.15142 eV. For the LUMO energy, the calculation gives -3.6 eV. The value obtained for the molar mass is 1489.008 g mol⁻¹.


No. 2
C46H82Br2F13N5O6S | the ωB97M-V functional and the def2-TZVPD basis

```
! wB97M-V def2-TZVPD RIJCOSX def2/J DEFGRID3
* xyz 0 1
C -4.20 3.83 5.31
C -2.84 3.89 4.53
C -2.96 2.87 3.35
C -1.54 2.40 2.93
N -1.41 0.97 2.58
C -1.32 0.67 1.16
C -2.28 1.45 0.25
Br -1.65 2.68 -1.12
C -3.59 1.38 0.34
C -4.51 2.18 -0.59
Br -4.52 0.30 1.61
C -1.51 -0.90 1.05
O -2.06 -1.62 1.77
N -0.79 -1.23 -0.11
C 0.35 -0.34 -0.41
C 1.57 -1.33 -0.33
C 1.36 -2.55 -1.27
C 2.70 -3.24 -1.56
F 3.48 -2.52 -2.38
F 3.36 -3.29 -0.36
C 2.56 -4.74 -1.98
F 1.82 -5.35 -1.06
F 3.79 -5.28 -1.91
C 2.07 -4.96 -3.43
F 3.08 -4.51 -4.21
F 1.01 -4.14 -3.70
C 1.87 -6.46 -3.89
F 2.98 -7.16 -3.78
F 1.59 -6.45 -5.22
C 0.72 -7.27 -3.22
F 1.07 -7.81 -2.06
F 0.51 -8.33 -4.03
C -0.67 -6.58 -3.08
F -1.55 -7.55 -2.84
F -0.76 -5.74 -2.08
F -1.04 -6.05 -4.22
C 0.50 0.26 -1.85
C -0.56 -0.12 -2.89
O -0.20 -0.36 -3.98
O -1.92 -0.18 -2.62
C 0.24 0.67 0.80
S 0.94 0.00 2.42
C 0.97 2.06 0.63
O 1.83 2.34 1.74
C 2.53 3.58 1.53
C 2.34 4.56 2.71
O 3.39 4.48 3.65
C 3.35 3.27 4.38
C 2.15 3.19 5.34
O 2.24 2.01 6.12
C 1.11 1.97 7.02
C 0.47 0.58 6.89
H -4.24 2.96 5.97
H -5.01 3.73 4.57
H -4.40 4.76 5.86
H -2.61 4.90 4.19
H -2.09 3.52 5.24
H -3.53 3.34 2.54
H -3.51 2.01 3.75
H -1.18 3.08 2.14
H -0.89 2.57 3.80
H -2.20 0.50 3.02
H -4.37 1.87 -1.63
H -5.55 2.04 -0.30
H -4.27 3.24 -0.45
H -1.25 -1.73 -0.85
H 1.70 -1.75 0.67
H 2.51 -0.80 -0.56
H 0.96 -2.26 -2.25
H 0.67 -3.23 -0.78
H 1.44 -0.09 -2.27
H 0.56 1.36 -1.87
H -2.17 -1.11 -2.60
H 2.25 -0.26 2.14
H 0.29 2.92 0.57
H 1.66 1.99 -0.23
H 3.60 3.34 1.46
H 2.19 4.07 0.61
H 1.34 4.47 3.16
H 2.40 5.57 2.28
H 3.44 2.37 3.75
H 4.23 3.26 5.04
H 1.22 3.13 4.75
H 2.13 4.12 5.93
H 0.36 2.72 6.75
H 1.51 2.15 8.03
H 1.23 -0.18 7.10
H -0.34 0.49 7.63
H 0.06 0.41 5.89
C 2.98 -3.48 -10.36
C 2.17 -3.92 -9.15
N 1.95 -2.87 -8.17
C 1.39 -3.36 -6.92
C 0.00 -3.97 -6.94
C 1.35 -1.65 -8.69
C -0.02 -1.75 -9.36
H 3.95 -3.07 -10.05
H 3.17 -4.34 -11.00
H 2.46 -2.73 -10.95
H 2.73 -4.73 -8.66
H 1.23 -4.37 -9.50
H 1.41 -2.54 -6.19
H 2.07 -4.11 -6.51
H -0.79 -3.22 -7.03
H -0.17 -4.50 -6.00
H -0.13 -4.70 -7.74
H 2.04 -1.20 -9.40
H 1.29 -0.92 -7.88
H -0.09 -2.61 -10.03
H -0.20 -0.86 -9.96
H -0.83 -1.81 -8.64
C 6.41 0.44 5.95
C 7.29 1.67 5.77
N 7.71 2.28 7.02
C 8.33 3.58 6.83
C 9.66 3.65 6.07
C 8.37 1.40 7.97
C 9.65 0.69 7.51
H 5.52 0.67 6.54
H 6.08 0.08 4.97
H 6.94 -0.38 6.43
H 6.71 2.40 5.20
H 8.15 1.39 5.14
H 8.46 4.05 7.81
H 7.61 4.22 6.31
H 10.49 3.30 6.68
H 9.87 4.68 5.80
H 9.63 3.07 5.15
H 7.65 0.64 8.28
H 8.58 1.96 8.88
H 9.57 0.29 6.50
H 9.86 -0.15 8.18
H 10.52 1.35 7.56
C -8.44 2.70 -3.34
C -8.58 1.29 -2.78
N -9.36 1.22 -1.56
C -9.28 -0.08 -0.91
C -9.86 -1.30 -1.64
C -10.70 1.80 -1.62
C -11.67 1.25 -2.66
H -8.01 3.37 -2.59
H -7.79 2.69 -4.21
H -9.40 3.11 -3.66
H -7.57 0.93 -2.56
H -8.99 0.64 -3.57
H -9.75 -0.01 0.08
H -8.22 -0.28 -0.70
H -10.94 -1.32 -1.61
H -9.51 -2.21 -1.16
H -9.54 -1.34 -2.69
H -10.59 2.87 -1.80
H -11.16 1.74 -0.63
H -11.20 1.08 -3.63
H -12.49 1.96 -2.81
H -12.13 0.31 -2.34
*
```

The calculated total energy is -255010.82972 eV. For the LUMO energy, the calculation gives 0.0 eV. The value obtained for the molar mass is 1240.040 g mol⁻¹. Its SMILES is CCCCN[C@]1(/C(Br)=C(/C)Br)C(=O)N[C@@](CCC(F)(F)C(F)(F)C(F)(F)C(F)(F)C(F)(F)C(F)(F)F)(CC(=O)O)[C@@]1(S)COCCOCCOCC.CCN(CC)CC.CCN(CC)CC.CCN(CC)CC.